1.
13
Properties=species:S:1:pos:R:3:forces:R:3 method="wB97M-V/def2-TZVPD" total_charge=0 homo_lumo_gap_ev=10.89 relative_energy_kj_mol=270.36 lumo_energy_ha=0.0375 smiles="CCOC1=NC1"
C -2.020693 -0.972395 -0.040758 -0.039 -0.020 0.049
C -0.863818 -0.256450 -0.697981 -0.125 -0.134 -0.228
O -0.095357 0.441553 0.311059 0.258 0.078 0.062
C 2.448357 1.162641 0.244013 0.229 0.283 0.255
C 1.184167 0.536068 0.014710 0.213 -0.181 -0.377
N 2.039741 0.090544 -0.787431 -0.455 0.037 0.143
H -2.596641 -0.291508 0.592646 0.088 -0.064 -0.098
H -2.688021 -1.365918 -0.814489 0.101 0.042 0.108
H -1.672266 -1.809371 0.570159 -0.030 0.125 -0.047
H -1.212401 0.502090 -1.406441 0.042 -0.107 0.063
H -0.203655 -0.949770 -1.226827 -0.092 0.078 0.073
H 3.099382 0.850767 1.061053 -0.142 -0.009 -0.117
H 2.658500 2.153165 -0.162367 -0.049 -0.127 0.114

2.
65
Properties=species:S:1:pos:R:3:forces:R:3 method="wB97M-V/def2-TZVPD" total_charge=+1 homo_lumo_gap_ev="7.72 / 7.15" relative_energy_kj_mol=0.00 s_squared=0.7583 lumo_energy_ha="-0.1492 / -0.1604" multiplicity=2
Re -0.080542 1.264003 -0.052641 -0.393 0.266 0.415
C 1.096857 0.674788 2.954497 -0.018 0.023 -0.025
O 0.362131 0.230632 1.800962 0.188 -0.197 -0.037
Si -0.921076 -0.947151 1.776568 0.086 0.244 -0.157
C -0.345902 -2.554534 2.487693 0.137 -0.099 0.028
C -2.245600 -0.338609 2.920611 -0.030 0.121 0.084
C -1.129891 -0.573384 -0.042074 -0.112 0.040 0.018
Si -0.045166 -1.847180 -1.004436 0.034 -0.033 -0.076
C -0.019726 -1.551289 -2.855325 0.025 0.004 -0.066
C 1.710774 -1.889205 -0.313684 0.018 -0.104 -0.065
C -0.672539 -3.602691 -0.816892 -0.003 -0.036 0.051
Si -2.945659 -0.545154 -0.621108 -0.037 0.015 0.031
C -3.086167 -0.178397 -2.450849 0.037 -0.012 -0.059
C -3.965816 0.718020 0.345671 -0.031 0.019 -0.009
C -3.747129 -2.211407 -0.297567 -0.029 -0.004 0.013
H 1.637953 -0.170267 3.376890 0.001 -0.010 -0.003
H 0.415421 1.094216 3.693892 -0.016 0.009 0.011
H 1.811435 1.432462 2.639434 -0.010 -0.015 0.002
H -0.122050 -2.385794 3.545729 0.005 -0.013 -0.013
H 0.535541 -2.984160 2.018152 -0.046 -0.018 0.022
H -1.148986 -3.295693 2.456600 -0.007 0.037 -0.009
H -1.935395 -0.513206 3.954315 -0.015 0.002 -0.007
H -3.179304 -0.886011 2.772159 0.018 -0.002 -0.006
H -2.460080 0.724011 2.804018 -0.011 -0.012 -0.004
H -0.141699 -0.514789 -3.160813 -0.013 0.002 -0.008
H -0.805701 -2.139848 -3.333096 0.011 0.020 0.003
H 0.931806 -1.908148 -3.261056 -0.024 0.003 0.017
H 2.102152 -0.965760 0.110094 0.010 0.047 0.001
H 2.380931 -2.191700 -1.123497 0.001 0.028 0.042
H 1.787413 -2.662552 0.452748 0.033 0.039 -0.022
H -1.612110 -3.786779 -1.334697 0.008 0.021 0.001
H -0.771590 -3.942622 0.214304 -0.020 0.018 -0.047
H 0.084523 -4.234866 -1.294044 -0.015 -0.002 0.017
H -2.468110 0.656907 -2.785627 -0.014 -0.028 -0.017
H -4.124405 0.064947 -2.691239 0.009 -0.007 0.019
H -2.809494 -1.048063 -3.048548 -0.002 0.016 0.004
H -3.384401 1.451483 0.902829 0.003 -0.002 -0.002
H -4.626106 0.210365 1.051820 0.021 0.013 0.008
H -4.601774 1.269464 -0.351635 -0.006 -0.010 0.017
H -3.546355 -2.932003 -1.089863 0.007 -0.003 0.028
H -4.830944 -2.076456 -0.249513 0.013 -0.004 -0.001
H -3.434679 -2.659820 0.650288 -0.014 0.001 -0.016
O 7.426014 -0.275794 -0.189568 0.020 -0.017 0.087
C 6.407477 0.157363 0.574053 0.009 0.027 -0.002
O 6.507152 0.198375 1.765057 -0.018 -0.014 0.011
C 5.146293 0.575655 -0.130563 0.042 -0.077 -0.077
C 4.751470 0.055650 -1.362338 0.046 -0.003 0.071
C 3.534450 0.412688 -1.913178 -0.100 -0.039 -0.045
C 2.714760 1.317126 -1.245928 -0.008 0.028 -0.033
S 1.093150 1.679251 -1.900051 0.282 -0.021 0.045
C 3.143457 1.902767 -0.053732 -0.010 0.002 -0.016
C 4.340914 1.499653 0.517452 -0.056 0.093 0.017
H 7.263522 -0.109808 -1.123461 -0.023 0.008 -0.107
H 5.362335 -0.676611 -1.876708 0.007 0.000 -0.004
H 3.200984 -0.031031 -2.843266 0.020 0.003 0.015
H 2.561903 2.696046 0.401124 -0.027 -0.040 0.025
H 4.676735 1.910390 1.460944 -0.011 -0.001 -0.014
C -2.936079 5.380681 -0.697721 0.019 -0.037 0.022
O -1.963173 4.938647 0.289058 0.065 -0.042 -0.038
C -1.420449 3.780393 0.144667 -0.212 -0.077 -0.118
S -1.706221 2.659802 -1.100732 0.100 -0.035 -0.091
S -0.272450 3.197431 1.283479 0.044 -0.159 0.069
H -3.212592 6.382072 -0.392315 0.000 0.007 -0.003
H -3.795153 4.713385 -0.675374 0.003 0.000 0.007
H -2.473016 5.382100 -1.681995 0.008 0.014 -0.006

3.
56
Properties=species:S:1:pos:R:3:forces:R:3 method="wB97M-V/def2-TZVPD" total_charge=+2 homo_lumo_gap_ev=7.10 relative_energy_kj_mol=0.00 lumo_energy_ha=-0.2275
Pd -0.993958 -0.217827 -1.449250 -0.060 0.080 -0.099
N 1.229887 -1.210691 -4.116657 0.043 -0.013 -0.004
C -0.113255 -1.276809 -4.312992 0.045 0.069 0.102
N -0.999413 -0.827185 -3.449258 -0.036 -0.216 -0.080
C -2.292100 -0.952313 -3.959397 -0.139 0.030 0.221
C -2.381299 -1.603671 -5.130508 0.030 0.054 -0.144
S -0.805816 -1.989824 -5.709024 0.005 -0.064 -0.125
C -3.333139 -0.303128 -3.173847 -0.005 -0.090 0.015
C -4.655541 -0.229305 -3.398023 0.017 0.069 0.003
S -5.417900 0.699807 -2.156680 0.036 0.042 -0.080
C -3.884591 0.946957 -1.400107 -0.168 0.170 0.229
N -2.888318 0.372722 -2.036954 0.362 -0.382 -0.133
N -3.738541 1.646479 -0.269556 -0.196 0.066 -0.045
H 1.556348 -0.432586 -3.564249 -0.006 0.003 0.031
H 1.820817 -1.427847 -4.903643 0.009 -0.010 -0.008
H -3.258961 -1.831983 -5.711462 0.016 0.006 -0.007
H -5.220158 -0.639330 -4.218165 -0.026 0.009 0.022
H -4.533381 2.099050 0.144759 0.002 -0.058 0.077
H -2.869846 1.539926 0.244231 -0.014 0.102 -0.052
O 5.037472 -2.419567 1.150708 0.033 -0.045 -0.012
C 4.394429 -3.153571 0.136035 -0.099 0.139 0.048
C 3.081185 -2.480682 -0.161952 0.062 0.156 0.127
C 2.180583 -3.013512 -1.059124 -0.226 -0.020 -0.169
C 1.009246 -2.322153 -1.334450 0.217 -0.113 0.047
N 0.679364 -1.177174 -0.733560 0.060 0.042 -0.133
C 1.501377 -0.704867 0.226557 -0.268 0.203 0.369
C 2.712777 -1.299271 0.491925 0.257 -0.339 -0.043
C -0.345505 0.645289 1.436360 -1.248 -0.420 0.790
C -0.930025 1.133730 2.712424 0.191 -0.083 -0.174
C -1.120702 2.440445 2.866285 -0.008 0.271 0.064
C -1.729882 3.026271 4.106174 0.049 -0.100 -0.031
O -1.992365 1.982765 5.009493 -0.016 0.076 -0.009
C -0.612971 3.380686 1.853122 -0.201 -0.132 0.267
C 0.002652 2.981669 0.751771 0.266 -0.111 -0.498
N 0.105025 1.583847 0.377586 0.484 0.563 0.441
H 5.888246 -2.820097 1.358359 -0.017 -0.005 -0.013
H 4.195875 -4.187910 0.435692 -0.010 -0.011 0.026
H 4.987033 -3.186225 -0.784718 0.006 0.017 -0.019
H 2.377491 -3.948875 -1.567326 -0.035 0.016 -0.013
H 0.304061 -2.693016 -2.061812 0.018 -0.039 -0.023
H 3.381866 -0.902681 1.236441 0.010 -0.002 -0.015
H -1.183528 0.428286 3.491877 -0.048 -0.050 -0.082
H -2.641767 3.571501 3.832857 -0.009 0.000 -0.042
H -1.027326 3.763343 4.515625 0.005 -0.007 0.042
H -2.442542 2.332595 5.785485 0.019 -0.027 0.003
H -0.684447 4.445229 2.040926 -0.010 -0.004 0.015
H 0.476517 3.654434 0.052031 -0.019 -0.077 -0.048
C 2.124059 0.042330 3.415658 0.079 0.098 0.058
C 2.012710 0.933895 2.166378 -0.035 -0.067 0.225
C 1.042910 0.356286 1.187138 0.405 0.353 -1.299
N -1.108449 0.744081 0.256225 0.116 -0.066 0.186
H 2.884632 0.458263 4.073830 -0.011 -0.022 0.022
H 2.409121 -0.981059 3.176892 0.011 0.023 -0.003
H 1.187962 0.015964 3.971154 -0.020 0.008 -0.020
H 2.984142 1.090068 1.701694 0.012 -0.049 -0.057
H 1.637940 1.917243 2.457023 0.065 -0.046 0.048

4.
59
Properties=species:S:1:pos:R:3:forces:R:3 method="wB97M-V/def2-TZVPD" total_charge=0 homo_lumo_gap_ev=4.29 relative_energy_kj_mol=322.79 lumo_energy_ha=-0.0635
C -2.762824 3.926880 -0.515094 -0.137 0.442 0.243
C -2.463453 2.906067 -1.569374 0.056 0.036 0.219
O -2.217996 1.658255 -0.895546 -0.032 0.691 -0.291
C -1.993855 0.670291 -1.781705 -0.091 -1.230 -0.887
C -1.724178 -0.674320 -1.262255 -0.612 1.693 1.197
C -1.554578 -0.868857 0.172183 0.041 0.206 -1.050
O -0.884628 -1.768951 0.698899 0.144 -0.119 -0.008
O -2.170588 0.029908 0.960775 0.228 -0.485 0.787
C -2.011748 -0.254863 2.363460 -0.039 0.211 -0.210
C -2.501997 0.942598 3.117236 -0.130 0.283 0.395
C -1.965147 -1.813025 -2.106211 0.137 -1.430 -1.075
C -1.806427 -3.150341 -1.641200 0.115 0.285 -0.296
C -1.961675 -4.250853 -2.485282 -0.196 0.334 -0.222
C -2.323922 -4.081699 -3.830011 -0.013 0.105 0.096
C -2.565966 -2.779038 -4.296781 0.067 -0.383 0.505
C -2.407683 -1.683248 -3.454831 0.192 -0.093 0.123
O -2.017494 0.952551 -2.989136 0.367 -0.009 0.740
H -2.867819 4.898318 -1.001619 -0.022 0.072 0.048
H -3.707490 3.713311 -0.004854 0.217 -0.044 0.042
H -1.953179 4.007017 0.215944 -0.128 -0.076 -0.008
H -3.318107 2.809492 -2.252853 0.389 -0.074 0.073
H -1.568796 3.184908 -2.141350 -0.296 -0.070 -0.024
H -2.604221 -1.146804 2.609765 0.312 0.108 -0.035
H -0.954129 -0.432148 2.596142 -0.268 -0.158 -0.095
H -2.376628 0.734388 4.180892 -0.065 0.102 0.100
H -1.907722 1.831242 2.879694 -0.174 -0.103 -0.054
H -3.561665 1.143964 2.935304 0.177 0.029 -0.070
H -1.551260 -3.292112 -0.596310 0.005 -0.187 -0.269
H -1.809114 -5.247074 -2.064428 -0.068 0.214 -0.210
H -2.444446 -4.945669 -4.490900 0.069 0.313 0.248
H -2.893198 -2.601994 -5.323671 0.091 -0.135 0.275
H -2.606681 -0.683228 -3.821212 0.070 -0.417 -0.078
C 1.349983 -0.801090 -1.950057 -0.489 -0.404 -0.810
C 1.438666 -1.143154 -0.535564 1.810 0.446 1.410
N 2.125880 -0.428401 0.351977 -1.116 -0.849 -1.562
C 2.476858 -0.867939 1.663143 0.388 0.250 1.149
C 2.315669 -2.114755 2.239235 0.036 0.089 0.150
C 2.743636 -2.273753 3.574153 0.008 0.474 -0.361
C 3.312693 -1.198765 4.286213 -0.130 0.009 -0.339
C 3.502318 0.046105 3.671172 -0.224 -0.223 -0.432
C 3.098037 0.199462 2.343798 -0.365 -1.176 0.622
C 3.171120 1.312316 1.439744 -0.224 0.811 -0.928
C 2.599564 0.912411 0.206424 0.673 0.957 0.628
C 2.574220 1.777912 -0.875307 0.068 0.177 -0.093
C 3.090851 3.078778 -0.700611 -0.034 -0.376 0.404
C 3.606357 3.494546 0.538819 -0.111 -0.248 -0.143
C 3.659250 2.605999 1.618810 -0.247 -0.413 -0.312
H 0.996199 -1.702901 -2.463613 -0.028 0.313 -0.027
H 0.601650 -0.022197 -2.158520 0.108 -0.112 0.119
H 2.324814 -0.507275 -2.363840 -0.156 -0.056 0.249
H 1.128362 -2.126048 -0.192952 -0.203 0.295 0.008
H 1.874049 -2.913675 1.644735 0.049 -0.008 0.480
H 2.629506 -3.238932 4.063358 -0.005 0.225 -0.146
H 3.608936 -1.334332 5.329127 -0.090 -0.012 -0.390
H 3.938354 0.908123 4.174076 -0.027 -0.377 0.117
H 2.183396 1.440622 -1.828241 0.058 0.480 0.177
H 3.085723 3.771910 -1.541381 -0.045 -0.222 0.229
H 3.969564 4.516666 0.661759 -0.097 -0.339 -0.093
H 4.052959 2.873400 2.597873 -0.010 0.178 -0.313

5.
7
Properties=species:S:1:pos:R:3:forces:R:3 method="wB97M-V/def2-TZVPD" total_charge=0 homo_lumo_gap_ev="9.35 / 7.72" relative_energy_kj_mol=450.02 lumo_energy_ha="-0.0177 / -0.0166"
C 1.048222 -0.016495 -0.441843 0.315 1.545 0.503
P 0.062966 -1.427742 -0.086342 1.331 -1.332 -3.800
Cl 2.643219 -0.054383 0.169991 0.683 -0.074 0.125
H 0.982626 0.451166 -1.421005 -0.121 -0.145 0.198
H 0.620578 2.016255 0.504842 -0.050 -0.876 -0.439
H -0.248261 -1.393650 1.156865 -0.819 0.610 3.689
H -1.046225 -0.875279 -0.638772 -1.339 0.272 -0.277

6.
7
Properties=species:S:1:pos:R:3:forces:R:3 method="wB97M-V/def2-TZVPD" total_charge=0 homo_lumo_gap_ev="7.80 / 7.80" relative_energy_kj_mol=398.41 lumo_energy_ha="-0.0475 / -0.0475"
N 0.747895 0.712080 -0.356887 0.880 1.617 0.267
N 0.630023 -0.707092 -0.384252 0.360 -1.639 0.102
N 0.193964 0.054953 -1.464140 -0.613 -0.114 0.184
O -0.770003 -1.491638 -3.982224 1.735 5.650 3.427
P -0.233214 0.351592 -2.983832 -1.702 -5.439 -3.395
H 0.040631 1.211238 0.194771 -0.386 -0.530 -0.234
H -0.143984 -1.096460 0.167940 -0.274 0.455 -0.350